77
Properties=species:S:1:pos:R:3:mulliken_charge:R:1 method="wB97M-V/def2-TZVPD" de_lowest_ev=0.0000 homo_lumo_gap_ha="0.31200 / 0.25343" e_homo_ev="-13.17 / -14.26" total_charge=+2 largest_force_ev_per_a=0.2 s_squared=2.013 multiplicity=3 e_tot_ha=-2276.02162
Au 0.41 1.08 0.05 0.568
C 1.42 -0.59 0.86 -1.370
Si 1.53 -1.73 -0.61 0.091
C -0.32 -2.30 -1.09 -1.081
N -0.72 -3.41 -0.34 0.411
C -1.22 -3.28 1.01 -0.629
C -2.54 -4.04 1.20 -0.780
C -2.56 -5.37 0.41 -0.672
C -1.14 -5.81 0.06 -0.833
C -0.50 -4.76 -0.84 -0.064
C 2.44 -3.31 -0.27 0.168
C 2.44 -3.85 1.02 -0.215
C 3.00 -5.10 1.27 -0.853
C 3.59 -5.81 0.22 -0.560
C 3.62 -5.27 -1.05 -0.687
C 3.05 -4.02 -1.30 -0.324
C 2.16 -0.86 -2.14 1.374
C 1.90 -1.28 -3.44 -0.188
C 2.53 -0.69 -4.53 -0.995
C 3.43 0.34 -4.33 -0.691
C 3.71 0.79 -3.05 -0.765
C 3.08 0.20 -1.96 -0.460
H 2.41 -0.35 1.25 0.704
H 0.82 -0.98 1.69 0.761
H -0.28 -2.55 -2.15 0.473
H -0.95 -1.43 -0.90 0.812
H -1.32 -2.22 1.25 0.316
H -0.45 -3.71 1.67 0.362
H -3.37 -3.41 0.89 0.320
H -2.66 -4.22 2.27 0.396
H -3.12 -5.24 -0.51 0.328
H -3.07 -6.14 0.98 0.388
H -1.14 -6.76 -0.47 0.446
H -0.54 -5.95 0.96 0.348
H -0.92 -4.80 -1.85 0.452
H 0.59 -4.90 -0.93 0.022
H 2.01 -3.29 1.85 0.452
H 3.01 -5.50 2.27 0.465
H 4.04 -6.77 0.42 0.442
H 4.09 -5.81 -1.86 0.458
H 3.09 -3.61 -2.30 0.357
H 1.21 -2.10 -3.63 0.247
H 2.32 -1.05 -5.53 0.479
H 3.93 0.79 -5.18 0.423
H 4.42 1.58 -2.89 0.493
H 3.32 0.55 -0.96 0.414
C -0.36 4.12 1.97 -0.925
Te 1.34 2.86 1.82 0.336
C 0.96 1.78 3.60 -0.996
H -1.25 3.51 2.11 0.335
H -0.43 4.69 1.05 0.267
H -0.20 4.78 2.81 0.380
H 1.13 2.45 4.44 0.394
H 1.66 0.95 3.65 0.304
H -0.07 1.43 3.59 0.347
C -2.11 1.66 -6.00 -1.178
C -3.06 1.67 -4.81 -0.282
C -2.48 2.29 -3.54 -0.962
S -1.08 1.32 -2.93 0.614
O -1.12 1.56 -1.41 -1.018
C 0.35 2.23 -3.59 0.439
C 0.88 3.38 -2.74 0.106
C -0.08 4.54 -2.50 -1.645
H -2.62 1.29 -6.89 0.397
H -1.25 1.02 -5.84 0.289
H -1.75 2.67 -6.23 0.307
H -3.40 0.65 -4.59 0.308
H -3.96 2.24 -5.06 0.378
H -3.19 2.25 -2.72 0.487
H -2.16 3.32 -3.69 0.251
H 0.05 2.56 -4.58 0.704
H 1.12 1.47 -3.71 -1.015
H 1.77 3.74 -3.25 0.558
H 1.23 2.98 -1.78 -0.130
H -0.43 4.96 -3.44 0.393
H 0.43 5.34 -1.96 0.434
H -0.95 4.23 -1.91 0.322